(1)
A single CH6N2 molecule at a distorted geometry, computed with ωB97M-V with the def2-TZVPD basis set.

Geometry (Å):
N  -1.10  0.46  -0.18
C  0.35  0.41  -0.11
N  0.89  -0.89  0.25
H  -1.54  0.27  0.71
H  -1.48  1.16  -0.78
H  0.71  0.79  -1.06
H  0.84  1.04  0.64
H  0.40  -1.34  1.02
H  0.76  -1.56  -0.51

The total energy comes out at -151.19144 Ha. As for the LUMO energy: 1.23 eV. The value obtained for the molar mass is 46.07 g/mol. The spin multiplicity is 1. As for the frontier orbital gap: 0.3802 Eh.

=====

(2)
2 unconnected molecules or ions with the total composition CH6N2O at a distorted geometry, computed with ωB97M-V with the def2-TZVPD basis set.

Geometry (Å):
N  0.44  0.83  0.19
C  -0.84  1.24  0.48
N  -1.30  1.59  1.62
H  0.86  1.24  -0.64
H  1.16  0.45  0.78
H  -1.49  1.18  -0.43
H  -2.28  1.42  1.67
H  1.38  -3.42  -1.42
H  0.82  -2.09  -0.72
O  1.26  -2.45  -1.52

The total energy comes out at -226.42225 Ha. As for the LUMO energy: 0.76 eV. The value obtained for the molar mass is 62.07 g/mol. The spin multiplicity is 1. As for the frontier orbital gap: 0.3724 Eh.

=====

(3)
2 unconnected molecules or ions with the total composition CH6N2O at a distorted geometry, computed with ωB97M-V with the def2-TZVPD basis set.

Geometry (Å):
N  -0.13  -1.01  -0.19
C  0.14  -0.82  1.17
N  -0.55  0.00  1.88
H  0.50  -0.59  -0.85
H  -1.12  -0.86  -0.32
H  1.13  -1.23  1.45
H  -1.48  -0.27  2.17
H  0.61  1.92  -2.90
H  0.27  1.93  -1.38
O  0.55  1.38  -2.12

The total energy comes out at -226.38260 Ha. As for the LUMO energy: 0.71 eV. The value obtained for the molar mass is 62.07 g/mol. The spin multiplicity is 1. As for the frontier orbital gap: 0.3266 Eh.

=====

(4)
2 unconnected molecules or ions with the total composition CH6N2O at a distorted geometry, computed with ωB97M-V with the def2-TZVPD basis set.

Geometry (Å):
C  -2.05  -0.52  -0.07
N  1.32  0.59  -0.17
N  1.64  -0.78  0.22
O  -1.57  0.52  0.42
H  -3.01  -0.96  0.29
H  -1.52  -0.92  -1.00
H  1.53  0.46  -1.20
H  1.69  1.51  0.30
H  1.74  -0.75  1.26
H  0.25  0.85  -0.05

The total energy comes out at -226.28924 Ha. As for the LUMO energy: 0.26 eV. The value obtained for the molar mass is 62.07 g/mol. The spin multiplicity is 1. As for the frontier orbital gap: 0.2600 Eh.

=====

(5)
2 unconnected molecules or ions with the total composition CH6N2O2 at a distorted geometry, computed with ωB97M-V with the def2-TZVPD basis set.

Geometry (Å):
C  0.38  0.78  0.24
H  -1.49  -0.19  0.89
H  -3.25  -0.29  -0.40
H  2.47  -0.42  0.63
H  2.82  -0.60  -0.98
H  -0.50  1.29  -0.09
H  0.29  0.35  1.23
N  2.10  -0.57  -0.29
N  1.13  0.27  -0.67
O  -1.55  -0.74  0.09
O  -2.40  0.12  -0.63

The total energy comes out at -301.50598 Ha. As for the LUMO energy: 0.91 eV. The value obtained for the molar mass is 78.07 g/mol. The spin multiplicity is 1. As for the frontier orbital gap: 0.3523 Eh.

=====

(6)
A molecular structure, CH6N2O2 at a distorted geometry, computed with ωB97M-V with the def2-TZVPD basis set.

Geometry (Å):
C  0.92  -0.48  -0.79
N  -1.24  0.49  0.23
N  0.29  0.66  -0.13
O  -1.52  -0.86  0.55
O  -1.11  1.15  1.44
H  -1.00  -1.30  1.23
H  0.08  1.14  1.13
H  0.30  1.48  -0.74
H  1.93  -0.18  -1.11
H  0.38  -0.77  -1.69
H  0.98  -1.32  -0.11

The total energy comes out at -301.49967 Ha. As for the LUMO energy: 0.73 eV. The value obtained for the molar mass is 78.07 g/mol. The spin multiplicity is 1. As for the frontier orbital gap: 0.3757 Eh.

=====

(7)
3 unconnected molecules or ions with the total composition CH6N2O2S at a distorted geometry, computed with ωB97M-V with the def2-TZVPD basis set.

Geometry (Å):
C  -1.51  -2.40  -1.25
N  0.40  1.48  -1.44
N  1.07  1.45  2.55
O  -0.31  -0.13  0.31
O  -0.65  -1.93  -2.01
S  0.65  0.12  -0.77
H  -1.71  -1.88  -0.24
H  -2.12  -3.27  -1.57
H  0.62  0.73  1.84
H  1.12  1.75  -2.08
H  1.95  1.78  2.07
H  0.50  2.30  2.60

The total energy comes out at -699.80151 Ha. As for the LUMO energy: -0.53 eV. The value obtained for the molar mass is 110.14 g/mol. The spin multiplicity is 1. As for the frontier orbital gap: 0.3358 Eh.

=====

(8)
A molecular structure, CH6N2O2S at a distorted geometry, computed with ωB97M-V with the def2-TZVPD basis set.

Geometry (Å):
C  -0.98  -0.33  -0.65
N  -0.69  -1.58  0.00
N  1.34  0.12  0.62
O  0.64  1.81  -1.09
O  -0.50  1.88  1.02
S  0.14  1.05  0.03
H  -2.16  0.25  -0.28
H  -1.06  -0.39  -1.72
H  -0.87  -1.68  0.98
H  0.30  -1.58  -0.31
H  2.08  -0.03  -0.10
H  1.76  0.48  1.50

The total energy comes out at -699.80282 Ha. As for the LUMO energy: 0.41 eV. The value obtained for the molar mass is 110.14 g/mol. The spin multiplicity is 1. As for the frontier orbital gap: 0.3707 Eh.

=====

(9)
A single CH6N2O2S molecule at a distorted geometry, computed with ωB97M-V with the def2-TZVPD basis set.

Geometry (Å):
C  0.08  0.81  -0.90
N  1.39  0.63  -1.32
N  -1.44  -0.17  1.69
O  -0.92  -1.78  -0.27
O  1.00  -0.90  1.01
S  -0.26  -0.62  0.39
H  -0.64  0.83  -1.76
H  0.08  1.68  -0.16
H  1.50  0.54  -2.28
H  2.00  0.21  -0.68
H  -1.79  -1.13  1.73
H  -0.99  -0.10  2.56

The total energy comes out at -699.62678 Ha. As for the LUMO energy (spin up / spin down): 0.56 / -3.68 eV. The value obtained for the molar mass is 110.14 g/mol. As for the expectation value of S²: 2.01. The spin multiplicity is 3. As for the frontier orbital gap (spin up / spin down): 0.1813 / 0.2308 Eh.

=====

(10)
2 unconnected molecules or ions with the total composition CH6N2O3S at a distorted geometry, computed with ωB97M-V with the def2-TZVPD basis set.

Geometry (Å):
C  1.31  1.21  0.32
N  -1.91  -1.57  -0.41
N  -1.98  -1.58  0.80
O  0.81  -0.93  -1.30
O  2.97  -0.75  -0.13
O  0.86  -1.25  1.10
S  1.56  -0.57  0.01
H  0.94  1.82  -0.52
H  0.75  1.39  1.18
H  2.39  1.37  0.59
H  -0.05  -1.39  -1.11
H  -2.88  -1.55  -0.90
H  -1.12  -1.34  1.12

The total energy comes out at -775.03779 Ha. As for the LUMO energy: 0.34 eV. The value obtained for the molar mass is 126.14 g/mol. The spin multiplicity is 1. As for the frontier orbital gap: 0.3757 Eh.

=====

(11)
2 unconnected molecules or ions with the total composition CH6N2S at a distorted geometry, computed with ωB97M-V with the def2-TZVPD basis set.

Geometry (Å):
C  1.36  -0.44  -0.76
N  -3.08  -0.92  -0.47
N  2.26  -0.68  0.22
S  -2.09  -0.02  0.55
H  1.43  -0.55  -1.77
H  0.40  -0.10  -0.40
H  2.09  0.01  1.02
H  -2.55  -1.20  -1.23
H  -3.99  -0.49  -0.68
H  3.16  -0.84  -0.14

The total energy comes out at -549.26639 Ha. As for the LUMO energy (spin up / spin down): 0.69 / -1.03 eV. The value obtained for the molar mass is 78.14 g/mol. The spin multiplicity is 1. As for the frontier orbital gap (spin up / spin down): 0.3490 / 0.1829 Eh.

=====

(12)
2 unconnected molecules or ions with the total composition CH6N2S at a distorted geometry, computed with ωB97M-V with the def2-TZVPD basis set.

Geometry (Å):
S  1.75  -2.22  1.59
H  2.12  -0.85  1.17
N  -0.75  -0.33  -1.69
C  -0.75  0.45  -0.68
N  0.07  1.42  -0.15
H  -1.59  -0.41  -2.24
H  0.77  -2.73  2.28
H  -1.71  0.56  -0.17
H  -0.07  1.92  0.70
H  0.17  2.18  -0.80

The total energy comes out at -549.27508 Ha. As for the LUMO energy: 0.48 eV. The value obtained for the molar mass is 78.14 g/mol. The spin multiplicity is 1. As for the frontier orbital gap: 0.3418 Eh.